(1)
A molecular structure, C33H27CuF4N6S2. Source: the Open Molecules 2025 dataset; level of theory: ωB97M-V/def2-TZVPD.

As for the multiplicity: 2. Its energy above the lowest of the compared OMol25 structures with the same formula, charge and spin is 0.0 kJ/mol. As for the charge: +1. The expectation value of S² is 0.757.

```
73
C33H27CuF4N6S2 | the Open Molecules 2025 dataset | ωB97M-V/def2-TZVPD
Cu -0.43 -0.25 0.69
C -1.54 1.55 3.20
N -0.74 1.85 2.00
C -1.21 3.11 1.43
C 0.69 1.95 2.30
C 1.33 0.60 2.70
N 0.43 -0.50 2.39
C 0.62 -1.72 2.96
C -0.46 -2.63 2.98
F -1.64 -2.22 2.47
C -0.39 -3.88 3.56
F -1.47 -4.66 3.54
C 0.77 -4.32 4.17
C 1.85 -3.46 4.17
F 3.00 -3.85 4.73
C 1.80 -2.21 3.57
F 2.94 -1.49 3.55
H -1.46 2.36 3.93
H -1.20 0.62 3.65
H -2.58 1.43 2.91
H -1.06 3.94 2.13
H -2.28 3.05 1.23
H -0.67 3.34 0.51
H 0.86 2.68 3.11
H 1.17 2.34 1.40
H 1.54 0.61 3.77
H 2.29 0.51 2.19
H 0.83 -5.29 4.64
S 5.89 -1.49 -2.57
C 6.88 -2.56 -1.68
C 6.29 -2.95 -0.52
C 5.01 -2.38 -0.34
C 4.64 -1.55 -1.37
C 3.40 -0.80 -1.51
C 2.38 -0.92 -0.54
N 1.23 -0.30 -0.63
C 0.98 0.51 -1.68
C 1.94 0.74 -2.68
C 1.62 1.64 -3.75
C 0.41 2.24 -3.82
C -0.60 2.00 -2.83
C -1.86 2.61 -2.85
C -2.80 2.33 -1.87
C -2.42 1.38 -0.89
N -1.23 0.83 -0.83
C -0.31 1.13 -1.77
C -4.10 2.97 -1.81
C -4.64 3.91 -2.66
C -5.92 4.35 -2.26
C -6.35 3.76 -1.12
S -5.20 2.66 -0.50
C 3.15 0.06 -2.58
H 7.85 -2.84 -2.07
H 6.75 -3.63 0.19
H 4.41 -2.57 0.53
H 2.52 -1.54 0.33
H 2.37 1.83 -4.50
H 0.18 2.92 -4.63
H -2.09 3.31 -3.65
H -3.14 1.05 -0.15
H -4.14 4.27 -3.55
H -6.50 5.08 -2.81
H -7.28 3.91 -0.59
H 3.91 0.20 -3.34
N -0.60 -2.74 -1.36
C -1.46 -3.45 -2.12
C -2.73 -3.13 -1.69
C -2.52 -2.21 -0.65
N -1.23 -1.99 -0.45
H 0.40 -2.76 -1.40
H -1.12 -4.12 -2.89
H -3.66 -3.51 -2.07
H -3.26 -1.73 -0.02
```

Löwdin atomic charge list, values in e, 8 entries: Cu 0.60; C -0.07; N -0.29; C -0.09; C -0.18; C -0.20; N -0.09; C -0.17

(2)
4 unconnected molecules or ions with the total composition C33H27NO15. Source: the Open Molecules 2025 dataset; level of theory: ωB97M-V/def2-TZVPD.

For the total energy, the calculation gives -66859.3416 eV. As for the multiplicity: 1. The SMILES is COCC1=C(c2ccccc2)C(=O)C(C)=C(N)C1=O.O=C1C=C(O)C(=O)C=C1O.O=C1C=C(O)C(=O)C=C1O.O=C1C=C(O)C(=O)C=C1O. As for the charge: 0.

```
76
C33H27NO15 | the Open Molecules 2025 dataset | ωB97M-V/def2-TZVPD
C 0.80 -1.24 -3.33
O -0.15 -0.30 -3.78
C 0.12 0.20 -5.08
C -0.29 1.64 -5.11
C 0.57 2.66 -4.97
C 2.03 2.48 -4.76
C 2.93 2.54 -5.82
C 4.29 2.36 -5.59
C 4.75 2.12 -4.31
C 3.86 2.06 -3.25
C 2.50 2.24 -3.48
C 0.06 4.07 -5.00
O 0.84 4.98 -5.16
C -1.39 4.32 -4.81
C -1.82 5.72 -4.54
C -2.24 3.28 -4.93
N -3.63 3.40 -4.73
C -1.73 1.93 -5.29
O -2.49 1.08 -5.71
H 0.59 -1.43 -2.28
H 0.73 -2.18 -3.88
H 1.82 -0.85 -3.42
H 1.18 0.10 -5.33
H -0.46 -0.36 -5.83
H 2.56 2.73 -6.82
H 4.99 2.41 -6.41
H 5.81 1.99 -4.13
H 4.20 1.87 -2.24
H 1.80 2.18 -2.65
H -0.99 6.30 -4.13
H -2.12 6.21 -5.47
H -2.67 5.75 -3.87
H -4.12 2.83 -5.41
H -3.81 2.97 -3.82
C -3.24 -0.58 0.47
C -3.24 -0.03 -0.75
C -3.45 1.45 -0.96
O -3.43 1.85 -2.11
C -3.66 2.30 0.19
C -3.66 1.75 1.41
C -3.44 0.26 1.63
O -3.44 -0.12 2.78
O -3.85 2.42 2.53
O -3.04 -0.71 -1.86
H -3.08 -1.64 0.63
H -3.82 3.36 0.03
H -3.79 1.77 3.26
H -3.05 -0.07 -2.60
C -2.23 -2.25 5.25
C -3.24 -3.04 5.62
C -3.13 -3.97 6.81
O -4.11 -4.64 7.07
C -1.89 -4.00 7.56
C -0.88 -3.21 7.19
C -0.99 -2.27 6.00
O -0.03 -1.57 5.74
O 0.29 -3.18 7.82
O -4.41 -3.10 5.01
H -2.29 -1.58 4.40
H -1.82 -4.67 8.40
H 0.87 -2.54 7.37
H -4.94 -3.76 5.50
C 3.26 -2.06 4.65
C 3.70 -2.24 3.39
C 4.65 -3.36 3.02
O 4.97 -3.43 1.85
C 5.10 -4.26 4.06
C 4.66 -4.09 5.31
C 3.71 -2.98 5.68
O 3.36 -2.91 6.85
O 5.00 -4.85 6.34
O 3.36 -1.47 2.37
H 2.58 -1.27 4.93
H 5.78 -5.06 3.79
H 4.53 -4.50 7.12
H 3.82 -1.84 1.59
```

Löwdin atomic charge list, values in e, 8 entries: C -0.10; O -0.17; C -0.15; C -0.04; C -0.04; C -0.19; C -0.02; C -0.07

(3)
A molecular structure, C33H28AgN8OS2SbSe4. Source: the Open Molecules 2025 dataset; level of theory: ωB97M-V/def2-TZVPD.

As for the multiplicity: 1. Its energy above the lowest of the compared OMol25 structures with the same formula, charge and spin is 4.2 kJ/mol. As for the charge: -2.

```
78
C33H28AgN8OS2SbSe4 | the Open Molecules 2025 dataset | ωB97M-V/def2-TZVPD
Ag 1.25 0.35 0.63
C -2.66 10.57 -8.33
O -3.20 10.31 -7.05
C -2.66 9.29 -6.34
C -1.60 8.51 -6.77
C -1.12 7.49 -5.95
C -1.70 7.22 -4.72
C -2.77 8.02 -4.30
C -3.24 9.04 -5.09
C -1.22 6.14 -3.85
N -1.50 6.03 -2.57
C -0.86 4.88 -2.16
C -0.20 4.30 -3.21
N -0.43 5.12 -4.29
C 0.56 3.09 -3.11
C 1.25 2.47 -4.15
C 1.93 1.31 -3.91
C 1.91 0.78 -2.62
N 1.26 1.34 -1.62
C 0.59 2.49 -1.83
C -0.13 3.08 -0.71
N -0.09 2.41 0.45
C -0.73 2.89 1.50
C -1.44 4.10 1.45
C -1.51 4.79 0.27
C -0.85 4.28 -0.86
H -3.24 11.39 -8.75
H -2.75 9.69 -8.98
H -1.61 10.86 -8.27
H -1.12 8.69 -7.72
H -0.27 6.91 -6.29
H -3.21 7.82 -3.33
H -4.07 9.66 -4.77
H -0.16 4.96 -5.24
H 1.24 2.91 -5.15
H 2.48 0.80 -4.69
H 2.43 -0.14 -2.39
H -0.68 2.32 2.41
H -1.91 4.44 2.37
H -2.06 5.72 0.18
N -2.11 -1.29 1.76
C -2.36 -0.47 0.70
C -3.23 0.62 0.91
C -3.50 1.46 -0.15
C -2.90 1.21 -1.40
C -2.03 0.15 -1.48
N -1.76 -0.68 -0.47
C -1.45 -2.51 1.76
C -0.85 -2.92 2.96
C -0.26 -4.16 3.00
C -0.26 -4.96 1.85
C -0.87 -4.46 0.72
N -1.47 -3.26 0.66
H -2.14 -0.80 2.69
H -3.62 0.80 1.90
H -4.15 2.31 -0.01
H -3.08 1.85 -2.25
H -1.49 -0.05 -2.40
H -0.84 -2.25 3.81
H 0.23 -4.49 3.91
H 0.22 -5.93 1.83
H -0.88 -5.04 -0.20
S 2.27 -2.14 0.25
C 1.55 -2.54 -1.18
N 0.39 -2.08 -1.67
C -0.05 -2.64 -2.93
C 0.59 -4.01 -3.05
S 2.23 -3.73 -2.33
H -0.30 -1.65 -1.03
H 0.31 -2.01 -3.76
H -1.14 -2.66 -2.96
H 0.66 -4.37 -4.07
H 0.07 -4.74 -2.43
Se 0.66 0.02 7.02
Sb 0.07 1.12 4.94
Se 1.33 -0.14 3.15
Se 0.52 3.53 4.80
Se -2.35 0.77 4.44
```

Löwdin atomic charge list, values in e, 8 entries: Ag 0.36; C -0.10; O -0.09; C -0.29; C -0.03; C -0.03; C -0.15; C -0.01